# 1
Molecular formula: C8H16O
Method: DFT, wB97M-V/def2-TZVPD

Each line ends with the Mulliken charge.
Element x y z (Å)
1 O 2.76 -0.44 0.16  -0.3047
2 C -2.79 0.74 -0.38  -1.3436
3 C -1.68 -0.15 0.09  1.0255
4 C -1.56 -0.28 1.58  -1.2631
5 C 0.23 2.13 0.32  -0.6392
6 C 2.32 -0.15 -1.14  -0.5376
7 C -0.48 3.05 0.05  -0.5212
8 C -0.98 -0.91 -0.75  -1.1280
9 C 2.77 -1.82 0.43  -0.5767
10 H -0.36 -1.71 -0.39  0.2999
11 H 3.48 -2.35 -0.23  0.3125
12 H -2.74 0.92 -1.44  0.3487
13 H -0.78 -1.00 1.85  0.3139
14 H -1.19 -0.91 -1.81  0.3515
15 H 3.08 -1.94 1.47  0.2145
16 H -1.31 0.69 2.02  0.3109
17 H 1.78 -2.27 0.30  0.1983
18 H -1.13 3.84 -0.22  0.4392
19 H -3.76 0.28 -0.15  0.3795
20 H 1.23 -0.46 -1.29  0.1023
21 H -2.50 -0.62 2.01  0.3962
22 H 2.43 0.93 -1.27  0.2722
23 H 2.96 -0.65 -1.89  0.3671
24 H -2.75 1.70 0.15  0.2459
25 H 0.95 1.37 0.51  0.7362

Values from the calculation:
Electronic energy ... -389.51601 Eh
Gap between HOMO and LUMO ... 10.1 eV
Structure (SMILES) ... C=C(C)C.C#C.COC
Energy relative to the best compared isomer or geometry (same formula, charge and spin) ... 3.721 eV
LUMO level ... 0.98 eV
Strongest force on any atom ... 1.588 eV/Å
Spin multiplicity ... 1

***

# 2
Molecular formula: C8H16O3S2
Method: DFT, wB97M-V/def2-TZVPD

Each line ends with the Mulliken charge.
Element x y z (Å)
1 S -0.73 -0.76 2.48  0.3866
2 S 1.59 -2.02 0.98  0.2591
3 O -0.13 -0.79 3.86  -0.6497
4 O 1.19 -2.44 -0.39  -0.6189
5 O -1.79 0.22 -0.10  -0.4979
6 C -0.53 0.17 -0.65  -0.8804
7 C -0.97 1.53 -2.54  -1.7197
8 C -0.87 -2.57 2.09  -0.6969
9 C 1.54 1.07 -1.81  -1.9310
10 C 0.65 -0.64 1.38  -0.4324
11 C 0.59 -3.04 2.17  -0.8429
12 C 0.01 1.42 -1.39  1.9859
13 C 0.11 2.70 -0.56  -1.5360
14 H -1.38 -2.59 1.15  0.3565
15 H -1.04 0.63 -3.08  0.4241
16 H 1.10 -2.65 3.09  0.4266
17 H 2.01 1.97 -2.21  0.4493
18 H 1.13 3.04 -0.47  0.3590
19 H 1.08 0.34 1.64  0.4730
20 H -1.53 -3.08 2.75  0.4699
21 H 1.96 0.74 -0.94  0.5136
22 H 1.46 0.27 -2.48  0.4627
23 H -0.34 -0.75 -1.12  0.7758
24 H 0.55 -4.00 1.87  0.4752
25 H -0.88 2.27 -3.29  0.4743
26 H -0.45 3.51 -1.08  0.3868
27 H -1.96 1.76 -2.09  0.4002
28 H -0.27 2.59 0.45  0.3380
29 H -2.09 1.08 0.28  0.3895

Values from the calculation:
Electronic energy ... -1336.32197 Eh
Gap between HOMO and LUMO (alpha / beta) ... 8.1 / 8.1 eV
Energy relative to the best compared isomer or geometry (same formula, charge and spin) ... 2.262 eV
LUMO level (alpha / beta) ... -0.33 / -0.34 eV
Strongest force on any atom ... 4.206 eV/Å
Spin multiplicity ... 1

***

# 3
Molecular formula: C8H16O4
Method: DFT, wB97M-V/def2-TZVPD

Each line ends with the Mulliken charge.
Element x y z (Å)
1 O 0.50 1.34 -0.75  -0.5208
2 O -1.95 0.07 -1.38  -0.5426
3 O -0.93 0.75 1.05  -0.3632
4 O 1.83 -2.72 0.28  -0.5288
5 C 0.51 -2.57 -0.29  -1.1369
6 C 0.09 1.63 0.59  1.5856
7 C -0.58 -0.63 1.00  -1.0517
8 C 0.01 -1.10 -0.42  2.0015
9 C -0.67 2.97 0.49  -1.5231
10 C 0.97 -0.05 -0.85  -1.3741
11 C 1.33 1.70 1.47  -1.6890
12 C -1.26 -1.19 -1.30  -1.0527
13 H -0.04 -0.96 1.95  0.2035
14 H 0.62 -2.99 -1.29  0.4252
15 H 1.43 0.78 1.97  0.3921
16 H -0.84 -1.56 -2.28  0.3671
17 H 2.18 2.15 0.97  0.3494
18 H 1.98 -0.07 -0.34  0.3157
19 H -0.23 -3.10 0.27  0.4787
20 H -1.49 -1.21 1.11  0.5154
21 H 1.21 -0.03 -1.89  0.4189
22 H -1.52 2.63 -0.14  0.4026
23 H 1.96 -3.62 0.44  0.3119
24 H -1.21 3.04 1.51  0.3290
25 H -0.06 3.78 0.07  0.3409
26 H -1.20 0.71 -1.56  0.4192
27 H -1.88 -1.98 -0.94  0.5441
28 H 1.15 2.34 2.38  0.3821

Values from the calculation:
Electronic energy ... -615.30922 Eh
Gap between HOMO and LUMO ... 10.0 eV
Structure (SMILES) ... CC1(C)OCC(CO)(CO)CO1
Energy relative to the best compared isomer or geometry (same formula, charge and spin) ... 2.601 eV
LUMO level ... 0.60 eV
Strongest force on any atom ... 3.091 eV/Å
Spin multiplicity ... 1

***

# 4
Molecular formula: C8H16O4Pt
Method: DFT, wB97M-V/def2-TZVPD

Each line ends with the Löwdin spin population.
Element x y z (Å)
1 Pt 0.00 0.47 0.68  1.3115
2 O -0.86 -1.25 0.32  0.1769
3 O 1.27 0.43 -0.81  0.2006
4 O -1.75 1.21 0.17  0.0847
5 O 1.37 0.73 1.88  0.3031
6 C 2.58 0.76 1.19  0.0169
7 C 1.58 -0.75 -1.48  0.4775
8 C -2.10 -1.07 -0.40  0.0104
9 C -2.27 2.52 0.38  0.0149
10 C -0.19 -2.44 0.10  0.3704
11 C 2.38 1.19 -0.26  0.0163
12 C -2.74 0.18 0.14  0.0083
13 C 1.20 -2.41 0.06  -0.0768
14 H 1.66 -3.29 -0.38  -0.0070
15 H -2.76 -1.93 -0.23  0.0025
16 H -1.87 -0.97 -1.47  0.0009
17 H -1.41 3.20 0.48  0.0027
18 H 1.68 -1.90 0.90  0.0042
19 H -2.87 2.81 -0.49  0.0013
20 H -3.57 0.48 -0.52  0.0007
21 H -2.88 2.54 1.29  0.0014
22 H 3.27 1.03 -0.88  0.0010
23 H 1.09 -0.83 -2.45  0.0237
24 H -0.78 -3.20 -0.41  0.0223
25 H 3.03 -0.25 1.19  0.0046
26 H 2.64 -0.99 -1.49  0.0179
27 H -3.14 0.03 1.16  0.0019
28 H 3.31 1.45 1.64  0.0037
29 H 2.09 2.25 -0.32  0.0034

Values from the calculation:
Electronic energy ... -734.10540 Eh
Gap between HOMO and LUMO (alpha / beta) ... 8.3 / 8.1 eV
<S²> ... 3.8151
LUMO level (alpha / beta) ... -2.42 / -4.31 eV
Charge ... +1
Strongest force on any atom ... 5.404 eV/Å
Spin multiplicity ... 4

***

> The lowest electronic energy belongs to which entry?

C8H16O3S2

***

> The lowest strongest force on any atom belongs to which entry?

C8H16O

***

> What is the formula in the fourth record?

C8H16O4Pt

***

> What is the spin multiplicity in the second record?

1